Entry 1:
# C10H9Cl4NO4S

A cluster of 2 separate species, C10H9Cl4NO4S in total in a non-equilibrium geometry (wB97M-V/def2-TZVPD, the Open Molecules 2025 dataset).

```
29
Properties=species:S:1:pos:R:3:forces:R:3:lowdin_charge:R:1
C -0.689 3.082 -2.859 0.569 -0.150 0.578 -0.076
C -0.460 1.699 -2.139 0.008 -1.547 0.934 -0.220
C 0.473 0.664 -2.636 -1.481 -0.533 2.370 -0.027
C 0.609 -0.600 -1.849 -1.339 1.222 1.016 -0.056
C -0.134 -0.834 -0.586 -0.279 2.499 -1.939 -0.076
C -1.087 0.214 -0.090 1.930 -0.802 -2.154 -0.231
C -1.868 -0.129 1.225 -0.180 -0.990 -1.803 -0.191
O -1.393 0.520 2.431 0.846 0.511 0.671 -0.314
S 0.013 1.374 2.205 -1.031 2.488 -1.525 0.997
O -0.429 2.771 2.048 0.523 -1.988 0.304 -0.366
O 0.903 1.364 3.661 -1.869 -0.882 0.983 -0.340
N 1.998 2.219 3.415 1.173 -1.296 -2.299 0.041
C 2.628 1.785 2.375 0.087 1.657 1.301 -0.295
O 3.332 1.644 1.471 -0.215 -0.259 0.299 0.224
C -1.227 1.435 -0.891 0.881 -1.172 -0.106 -0.009
H -0.159 3.900 -2.278 -0.528 -0.995 -0.574 0.087
H -0.239 3.094 -3.894 -0.727 -0.134 1.072 0.077
H -1.779 3.378 -2.859 1.178 -0.539 -0.217 0.082
H 1.050 0.807 -3.592 -0.740 -0.158 1.252 0.106
H 1.284 -1.437 -2.185 -0.749 1.190 0.221 0.098
H 0.016 -1.820 -0.056 -0.427 2.482 -0.820 -0.079
H -1.787 -1.248 1.387 -0.035 1.312 -0.143 0.122
H -2.962 0.087 1.019 1.257 0.193 0.851 0.141
H -1.946 2.214 -0.504 0.941 -0.841 -0.601 0.126
C 0.771 -5.239 1.037 0.044 -0.222 0.089 -2.004
Cl 0.299 -3.649 0.394 0.248 -1.323 0.357 0.604
Cl 1.739 -5.017 2.505 -0.129 0.003 -0.193 0.528
Cl -0.684 -6.174 1.423 0.167 0.137 -0.055 0.526
Cl 1.728 -6.105 -0.177 -0.123 0.134 0.133 0.526
```
Forces are in eV/Å.

Summary:
Orbital gap (eV): 9.11
HOMO level (eV): -9.17
Strongest force on any atom (eV/A): 3.175
Electronic energy (Eh): -2980.9062
Total charge: 0
Molar mass (u): 381.06

Entry 2:
# C2H10NS

A cluster of 2 separate species, C2H10NS in total in a non-equilibrium geometry (wB97M-V/def2-TZVPD, the Open Molecules 2025 dataset).

```
14
Properties=species:S:1:pos:R:3:forces:R:3:lowdin_charge:R:1
N 2.560 0.219 0.284 0.549 -0.749 0.890 0.332
H 2.617 1.177 0.645 -0.293 -0.081 0.365 0.172
H 3.155 0.219 -0.554 -0.649 -0.354 -0.440 0.178
H 1.597 -0.155 0.240 0.645 0.853 -0.847 0.088
H 2.997 -0.452 0.938 0.378 0.593 0.094 0.176
C -1.321 0.945 -0.465 0.828 0.244 -0.065 -0.106
C -1.588 -0.396 0.215 -1.110 -0.010 -0.311 -0.486
S -0.496 -1.801 -0.132 -0.641 0.474 -0.004 1.152
H -0.510 1.505 -0.007 0.163 0.024 0.089 0.072
H -1.119 0.847 -1.525 -0.019 -0.135 -0.189 0.090
H -2.202 1.579 -0.374 -0.158 -0.227 0.179 0.113
H -2.570 -0.725 -0.121 -0.062 -0.211 0.227 0.096
H -1.635 -0.296 1.311 0.169 -0.153 0.004 0.123
H -1.486 -2.665 -0.456 0.200 -0.269 0.009 -0.001
```
Forces are in eV/Å.

Summary:
Orbital gap (spin up / spin down) (eV): 12.34 / 8.03
Multiplicity: 2
HOMO level (spin up / spin down) (eV): -20.97 / -21.06
Strongest force on any atom (eV/A): 1.364
Electronic energy (Eh): -534.3900
Energy relative to the best compared isomer or geometry (same formula, charge and spin) (kJ/mol): 61.7
Total charge: +2
Molar mass (u): 80.18

Entry 3:
# C15H37HfN6O3S

A structure of composition C15H37HfN6O3S (wB97M-V/def2-TZVPD, the Open Molecules 2025 dataset).

```
63
Properties=species:S:1:pos:R:3:forces:R:3:lowdin_charge:R:1
Hf 0.496 -0.739 0.403 -0.365 -0.600 -0.509 1.741
C 3.484 -1.883 -0.443 0.028 -0.059 -0.052 -0.031
N 2.851 -1.043 0.626 -0.125 -0.004 -0.039 -0.348
C 3.031 -1.764 1.916 -0.093 0.069 0.044 -0.058
C 3.596 0.248 0.691 -0.034 0.096 -0.002 -0.158
C 2.707 1.352 1.211 0.055 -0.040 -0.095 -0.151
N 1.434 1.405 0.425 0.019 -0.134 0.063 -0.367
C 1.734 1.645 -1.014 0.098 -0.028 -0.064 -0.035
C 0.646 2.555 0.942 -0.070 0.034 0.023 -0.031
H 4.561 -1.919 -0.271 -0.002 0.011 0.019 0.124
H 3.289 -1.452 -1.424 0.003 0.018 0.013 0.103
H 3.080 -2.892 -0.419 0.033 0.015 0.002 0.083
H 4.091 -1.975 2.077 -0.021 -0.083 -0.017 0.127
H 2.490 -2.714 1.894 0.016 -0.001 0.001 0.101
H 2.679 -1.146 2.742 0.025 -0.012 0.003 0.072
H 3.950 0.491 -0.310 0.004 -0.030 0.003 0.129
H 4.484 0.137 1.315 -0.017 0.014 0.018 0.154
H 3.215 2.316 1.126 0.016 -0.013 0.062 0.155
H 2.445 1.212 2.264 0.001 -0.025 -0.010 0.126
H 2.472 2.443 -1.122 -0.023 0.004 -0.007 0.133
H 0.824 1.920 -1.538 0.027 0.025 -0.002 0.074
H 2.141 0.747 -1.491 -0.029 0.005 -0.022 0.097
H 1.183 3.486 0.748 0.009 -0.016 -0.014 0.125
H 0.511 2.460 2.017 0.009 -0.015 0.004 0.086
H -0.327 2.601 0.462 -0.001 0.009 0.003 0.084
N -1.468 -2.275 0.320 0.267 0.059 0.096 -0.053
N -0.667 -3.436 0.454 0.126 -0.130 0.273 0.033
C 0.489 -3.474 -0.336 -0.003 0.115 -0.074 -0.633
O 1.231 -4.392 -0.423 -0.198 -0.115 -0.024 0.187
O 0.700 -2.240 -0.877 0.304 0.781 0.314 -0.202
H -2.079 -2.210 1.130 -0.068 -0.069 -0.077 0.090
H -2.032 -2.313 -0.530 -0.028 0.002 0.066 0.119
H -1.116 -4.323 0.659 -0.025 0.008 -0.068 0.179
C 0.467 -2.133 4.097 -0.033 -0.025 -0.057 -0.286
S -0.436 -1.110 2.895 0.118 0.147 0.267 0.789
C -0.591 0.489 3.738 -0.032 -0.025 0.042 -0.304
H 1.386 -1.656 4.424 -0.004 0.031 -0.040 0.056
H 0.661 -3.094 3.627 0.020 0.005 0.008 0.058
H -0.202 -2.279 4.944 -0.049 0.033 -0.034 0.075
H -1.156 0.322 4.655 -0.003 -0.057 -0.010 0.075
H -1.170 1.146 3.092 0.008 0.015 0.009 0.050
H 0.381 0.912 3.978 0.013 -0.006 -0.022 0.056
C -1.287 2.068 -3.497 0.016 -0.024 -0.067 -0.015
N -1.241 0.877 -2.612 0.055 0.225 0.119 -0.076
C -2.131 -0.239 -3.133 0.000 -0.157 -0.053 -0.091
C -3.605 0.064 -2.866 -0.007 0.000 -0.044 -0.121
C -3.839 0.422 -1.400 -0.113 -0.045 0.105 -0.089
N -2.893 1.520 -0.928 0.123 -0.003 0.017 -0.062
C -3.308 2.858 -1.406 -0.063 0.049 -0.046 -0.012
C -1.680 1.008 -1.309 0.054 0.021 -0.099 -0.421
O -1.013 0.389 -0.419 -0.015 -0.057 -0.051 -0.120
H -0.623 1.855 -4.332 -0.008 0.008 -0.006 0.113
H -0.906 2.943 -2.973 0.003 -0.005 -0.019 0.096
H -2.280 2.291 -3.885 0.069 -0.016 -0.019 0.089
H -1.810 -1.165 -2.647 -0.010 0.004 -0.020 0.115
H -1.898 -0.334 -4.191 -0.026 -0.016 -0.001 0.147
H -4.205 -0.813 -3.118 0.008 -0.006 -0.003 0.142
H -3.959 0.862 -3.520 0.008 0.001 0.026 0.121
H -3.683 -0.440 -0.746 -0.026 0.001 -0.008 0.117
H -4.843 0.797 -1.208 0.001 -0.017 -0.010 0.147
H -4.146 3.159 -0.782 0.004 0.007 0.000 0.112
H -3.618 2.881 -2.450 -0.025 0.013 0.077 0.088
H -2.501 3.572 -1.252 -0.022 0.007 0.009 0.099
```
Forces are in eV/Å.

Summary:
Orbital gap (eV): 7.93
HOMO level (eV): -18.02
Strongest force on any atom (eV/A): 0.895
Electronic energy (Eh): -1593.3103
Energy relative to the best compared isomer or geometry (same formula, charge and spin) (kJ/mol): 265.1
Total charge: +3
Molar mass (u): 560.06

Entry 4:
# C25H40AlN2O3

A structure of composition C25H40AlN2O3 in a non-equilibrium geometry (wB97M-V/def2-TZVPD, the Open Molecules 2025 dataset).

```
71
Properties=species:S:1:pos:R:3:forces:R:3:lowdin_charge:R:1
Al 0.584 -0.316 0.505 0.198 0.473 -0.750 0.553
C -0.414 -1.981 0.420 -0.812 -0.504 0.087 -0.087
C -1.035 -1.005 1.403 0.494 -0.481 0.846 -0.176
C -1.952 -0.222 0.628 -0.107 0.054 -0.010 -0.095
C -1.938 -0.713 -0.690 0.055 0.034 -0.023 0.025
C -1.056 -1.777 -0.835 0.332 0.073 0.125 -0.163
C -0.779 -2.573 -2.087 -0.111 -0.028 0.027 -0.547
C -1.335 -1.858 -3.317 -0.019 0.008 -0.038 -0.035
C -1.475 -3.936 -1.929 0.035 0.012 -0.031 -0.021
C 0.724 -2.792 -2.257 0.106 0.027 -0.052 -0.033
C -2.807 0.976 1.023 -0.052 -0.069 -0.011 -0.512
C -3.613 1.488 -0.178 -0.021 -0.005 -0.030 -0.048
C -1.935 2.144 1.496 -0.032 0.022 0.003 -0.020
C -3.820 0.554 2.095 -0.060 0.048 0.059 -0.023
C -0.805 -1.324 2.909 -0.078 0.001 -0.093 -0.524
C -0.897 -0.144 3.873 -0.067 0.174 0.035 -0.045
C 0.613 -1.884 3.120 0.207 0.012 0.175 -0.049
C -1.834 -2.388 3.309 -0.062 0.000 -0.029 -0.014
H 0.046 -2.908 0.720 0.067 -0.021 0.020 0.131
H -2.477 -0.258 -1.500 -0.034 0.000 -0.054 0.113
H -2.420 -1.773 -3.273 -0.027 -0.002 0.004 0.093
H -1.085 -2.420 -4.217 0.000 -0.015 -0.008 0.095
H -0.923 -0.852 -3.419 0.033 0.024 0.001 0.085
H -2.549 -3.815 -1.790 -0.041 0.022 0.005 0.095
H -1.080 -4.482 -1.073 0.019 -0.032 0.046 0.088
H -1.314 -4.544 -2.819 0.011 0.004 -0.027 0.095
H 1.251 -1.839 -2.363 -0.008 0.047 0.000 0.071
H 0.917 -3.370 -3.161 -0.004 -0.022 0.003 0.098
H 1.159 -3.334 -1.417 -0.006 -0.022 0.039 0.089
H -2.967 1.803 -0.995 -0.005 0.022 0.015 0.068
H -4.201 2.351 0.138 -0.006 -0.016 0.014 0.097
H -4.310 0.737 -0.552 -0.019 -0.043 0.017 0.098
H -1.276 2.474 0.688 0.001 0.008 -0.019 0.077
H -1.334 1.902 2.366 0.074 -0.055 0.100 0.060
H -2.574 2.987 1.760 0.011 0.037 0.012 0.100
H -4.423 -0.286 1.747 -0.018 -0.008 -0.049 0.100
H -4.496 1.385 2.298 -0.018 0.013 0.020 0.097
H -3.361 0.264 3.036 -0.111 0.002 -0.108 0.052
H -0.156 0.629 3.651 0.036 -0.016 -0.042 0.087
H -0.683 -0.511 4.877 -0.010 0.016 0.035 0.099
H -1.875 0.327 3.905 0.142 -0.013 0.028 0.064
H 1.397 -1.129 2.938 -0.119 -0.033 -0.192 0.090
H 0.846 -2.783 2.555 -0.036 -0.002 -0.061 0.085
H 0.752 -2.143 4.172 -0.138 -0.013 -0.028 0.105
H -2.845 -2.018 3.146 -0.034 -0.025 0.024 0.085
H -1.732 -2.648 4.363 0.035 0.000 0.022 0.097
H -1.710 -3.297 2.720 0.005 -0.037 -0.033 0.095
C 4.010 0.039 -2.553 -0.058 -0.124 -0.109 -0.055
C 4.373 1.106 -1.540 0.106 0.150 0.163 -0.152
C 3.168 1.924 -1.037 -0.201 -0.049 0.000 -0.295
C 3.616 2.912 0.074 0.168 -0.110 -0.044 -0.142
C 2.505 3.790 0.619 -0.122 0.060 0.060 -0.055
C 2.575 2.734 -2.191 0.263 0.122 -0.023 -0.396
O 3.264 3.469 -2.844 -0.039 -0.001 -0.030 0.155
N 1.215 2.623 -2.447 -0.104 -0.085 0.051 0.239
C 0.300 1.826 -1.793 0.158 -0.041 0.004 -0.447
O -0.867 1.794 -2.062 0.032 0.089 -0.084 0.137
N 0.853 1.026 -0.776 -0.085 0.300 -0.354 0.219
C 2.136 1.032 -0.454 -0.004 0.044 0.058 -0.327
O 2.377 0.182 0.484 0.128 -0.083 0.299 0.107
H 4.901 -0.446 -2.944 0.054 0.016 0.009 0.090
H 3.468 0.450 -3.407 -0.006 0.044 -0.025 0.090
H 3.399 -0.747 -2.106 -0.061 -0.035 0.028 0.066
H 5.070 1.831 -1.962 -0.032 -0.027 -0.042 0.133
H 4.856 0.665 -0.667 -0.006 -0.031 -0.014 0.132
H 4.410 3.512 -0.373 -0.044 0.051 0.002 0.136
H 4.068 2.318 0.870 -0.011 0.000 -0.003 0.131
H 2.063 4.420 -0.154 0.004 0.016 -0.027 0.089
H 2.888 4.450 1.395 0.043 0.021 0.002 0.090
H 1.704 3.203 1.077 -0.020 -0.019 0.002 0.075
H 0.847 3.191 -3.200 0.033 0.018 0.005 0.182
```
Forces are in eV/Å.

Summary:
Orbital gap (eV): 9.00
HOMO level (eV): -12.33
Strongest force on any atom (eV/A): 1.091
Electronic energy (Eh): -1554.2145
Energy relative to the best compared isomer or geometry (same formula, charge and spin) (kJ/mol): 23.5
Total charge: +1
Molar mass (u): 443.59